Record 1
Below is a single C3H7N3O2 molecule at a distorted geometry, with properties calculated with ωB97M-V/def2-TZVPD.

Output
* spin multiplicity: 1
* E_HOMO: -8.4 eV
* Kohn-Sham gap: 9.036 eV
* total charge: 0
* SMILES string: N/N=C(/N)CC(=O)O
* energy relative to the best compared isomer or geometry (same formula, charge and spin): 84.6 kcal/mol

Each line ends with the Löwdin charge.
Atoms and positions in Å:
N -0.5773 2.3304 -0.2186  -0.07
N 0.1778 1.6409 -1.1984  -0.05
C 0.6373 0.5057 -0.7746  -0.41
N 1.0129 -0.4258 -1.8119  0.06
C 0.7648 -0.0771 0.7019  -0.05
C -0.4106 -1.0298 0.9994  -0.47
O -1.5237 -0.5177 1.0317  0.07
O -0.0411 -2.3522 1.2174  0.09
H -1.5585 1.8631 -0.2574  0.11
H -0.6937 3.3480 -0.5986  0.11
H 1.2201 -0.1003 -2.7631  0.08
H 1.7585 -1.0533 -1.2835  0.13
H 1.8104 -0.4614 1.2023  0.16
H 0.4713 1.0065 1.1545  0.14
H -0.7329 -2.8540 1.5956  0.09

=====

Record 2
Below is a single C3H7N3O2 molecule at a distorted geometry, with properties calculated with ωB97M-V/def2-TZVPD.

Output
* spin multiplicity: 1
* E_HOMO: -9.5 eV
* Kohn-Sham gap: 10.155 eV
* total charge: 0
* SMILES string: [H]/N=C(\C/C=N\O)NO
* energy relative to the best compared isomer or geometry (same formula, charge and spin): 122.1 kcal/mol

Each line ends with the Löwdin charge.
Atoms and positions in Å:
H 2.1292 1.6441 -0.7575  0.04
N 2.3512 0.7633 -0.3445  0.15
C 1.2557 0.3345 0.0893  -0.44
C -0.1420 0.9720 0.0312  -0.11
C -0.9425 0.4737 -1.1287  -0.15
N -1.8264 -0.4692 -1.2590  0.02
O -1.9916 -1.0917 0.0239  -0.12
N 1.1945 -0.9699 0.6373  -0.03
O 0.3893 -1.0101 1.8013  -0.07
H 0.0744 2.0317 -0.1194  0.11
H -0.6415 0.9391 1.0569  0.14
H -0.7515 0.9700 -2.0847  0.12
H -2.8438 -1.5855 -0.1880  0.12
H 2.0962 -1.4848 0.7999  0.15
H -0.3512 -1.5171 1.4419  0.07

=====

Record 3
Below is a single C3H7N3O2 molecule at a distorted geometry, with properties calculated with ωB97M-V/def2-TZVPD.

Output
* spin multiplicity: 1
* E_HOMO: -7.7 eV
* Kohn-Sham gap: 8.289 eV
* total charge: 0
* SMILES string: N[C@@H]1C(O)=C(O)N1N
* energy relative to the best compared isomer or geometry (same formula, charge and spin): 99.4 kcal/mol

Each line ends with the Löwdin charge.
Atoms and positions in Å:
N 1.6306 1.5027 -0.5452  0.09
C 0.7780 0.7414 0.2488  -0.24
C 0.8974 -0.7396 0.2205  -0.24
O 2.0371 -1.4914 0.2251  0.06
C -0.3897 -0.9424 -0.0968  -0.35
O -1.1842 -2.0533 -0.1132  0.07
N -0.8065 0.3967 -0.2672  -0.08
N -1.8675 0.8532 0.5580  0.01
H 1.7915 1.1139 -1.4639  0.09
H 1.3960 2.4840 -0.5844  0.08
H 0.6096 1.2035 1.2198  0.14
H 1.8108 -2.3930 -0.0319  0.11
H -1.9336 -1.8820 -0.6965  0.11
H -2.6994 0.9836 -0.0064  0.07
H -2.0701 0.2227 1.3332  0.08

=====

Record 4
Below is a single C3H7N3OS molecule at a distorted geometry, with properties calculated with ωB97M-V/def2-TZVPD.

Output
* spin multiplicity: 1
* E_HOMO: -8.2 eV
* Kohn-Sham gap: 9.059 eV
* total charge: 0
* SMILES string: C=CN/C(=N\O)NS
* energy relative to the best compared isomer or geometry (same formula, charge and spin): 78.8 kcal/mol

Each line ends with the Löwdin charge.
Atoms and positions in Å:
C -1.3273 -1.2208 1.1539  -0.02
C -1.2366 -1.0739 -0.1963  -0.19
N -0.4644 -0.0664 -0.8202  0.05
C 0.5231 0.7744 -0.3223  -0.50
N 0.7915 1.9431 -0.7337  0.02
O -0.1116 2.2719 -1.7605  -0.08
N 1.4454 0.2630 0.6091  -0.38
S 2.0645 -1.3440 0.5458  0.73
H -1.9087 -2.0822 1.4345  0.04
H -0.8640 -0.5437 1.8791  0.06
H -1.7604 -1.6700 -0.9179  0.10
H -0.7666 0.2903 -1.7382  0.14
H 0.0125 3.2088 -1.7630  0.07
H 2.1240 0.9986 0.9017  0.10
H 1.4787 -1.7490 1.7280  -0.13

=====

Record 5
Below is a single C3H7N3OS molecule at a distorted geometry, with properties calculated with ωB97M-V/def2-TZVPD.

Output
* spin multiplicity: 1
* E_HOMO: -8.7 eV
* Kohn-Sham gap: 9.293 eV
* total charge: 0
* SMILES string: [H]/N=C/N(C)C(=S)NO
* energy relative to the best compared isomer or geometry (same formula, charge and spin): 75.8 kcal/mol

Each line ends with the Löwdin charge.
Atoms and positions in Å:
H 0.9114 -0.1033 3.0117  0.08
N 0.2685 -0.1461 2.1685  0.07
C 1.0134 -0.1633 1.1049  -0.26
N 0.5131 -0.0743 -0.1189  -0.16
C 1.4273 -0.2368 -1.2673  -0.14
C -0.8346 0.0157 -0.4620  -0.73
S -1.2655 0.0497 -2.1101  0.66
N -1.7145 0.1064 0.4985  -0.02
O -2.9498 0.6973 0.2131  -0.04
H 2.1017 -0.1904 1.1198  0.12
H 1.0350 0.3587 -2.3190  0.08
H 1.3721 -1.3830 -1.5604  0.11
H 2.5345 0.1121 -0.9529  0.12
H -1.4318 0.2685 1.4514  0.10
H -2.9809 0.6887 -0.7773  0.02

=====

Record 6
Below is a single C3H7N3S molecule at a distorted geometry, with properties calculated with ωB97M-V/def2-TZVPD.

Output
* spin multiplicity: 1
* E_HOMO: -8.5 eV
* Kohn-Sham gap: 9.077 eV
* total charge: 0
* SMILES string: N/N=C\CNC=S
* energy relative to the best compared isomer or geometry (same formula, charge and spin): 44.9 kcal/mol

Each line ends with the Löwdin charge.
Atoms and positions in Å:
N -1.1098 0.2154 2.3877  -0.02
N 0.1394 -0.3097 2.1546  -0.05
C 0.4843 -0.4164 0.8961  -0.16
C -0.3847 -0.0486 -0.2735  -0.23
N 0.2768 -0.3176 -1.5453  -0.10
C 1.1588 0.5032 -2.1523  -0.76
S 1.5911 1.9838 -1.6546  0.62
H -1.8591 -0.0179 1.7082  0.08
H -1.4087 -0.0329 3.3363  0.09
H 1.4524 -0.8023 0.7368  0.09
H -1.3023 -0.5959 -0.2334  0.10
H -0.6544 1.0144 -0.2764  0.10
H 0.0891 -1.2614 -1.9312  0.15
H 1.5269 0.0859 -3.1531  0.09

=====

Ordered LUMO level results: 0.024 0.025 0.023 0.030 0.022 0.021; unit hartree.